Entry from the Open Molecules 2025 dataset: C26H77CrO25 as an isolated structure in a non-equilibrium geometry (ωB97M-V/def2-TZVPD).

The total charge is +1. The multiplicity is 5. Its total energy is -107809.483 eV. As for the HOMO energy (spin up / spin down): -10.796 / -10.796 eV. As for the orbital gap (spin up / spin down): 8.174 / 8.051 eV.

Atoms and positions in Å:
Cr  -2.94699  -0.83311  -2.27261
C  0.08169  -0.11764  0.10340
C  0.16090  -0.08576  -1.42312
O  -0.87177  -0.80390  -2.03958
H  1.03190  0.20153  0.53457
H  -0.09955  -1.15114  0.40929
H  -0.74930  0.47246  0.48856
H  1.12501  -0.42349  -1.81515
H  0.02295  0.97168  -1.70609
C  -2.95601  -4.08047  0.59176
C  -2.21169  -2.77413  0.31638
O  -3.12441  -1.77456  -0.21768
O  -2.96296  -4.88254  -0.60691
H  -3.98596  -3.83044  0.85157
H  -2.52042  -4.69092  1.38443
H  -1.35323  -2.81318  -0.35991
H  -1.69152  -2.36678  1.19230
H  -3.76174  -1.61576  0.50719
H  -3.26546  -5.76867  -0.37549
C  1.86529  2.92542  4.07997
C  3.28812  3.23985  3.66105
O  3.78673  4.26337  4.56014
O  1.29014  1.97674  3.19002
H  1.35087  3.88891  3.96932
H  1.74600  2.55534  5.09973
H  3.39294  3.61847  2.64456
H  3.92681  2.36918  3.84585
H  4.74323  4.20108  4.50053
H  0.40741  2.26724  2.88754
C  4.27436  0.42063  -4.69955
C  2.88610  0.34359  -4.13588
O  1.95288  0.95454  -5.04886
O  4.83439  1.74236  -4.54409
H  4.25547  0.27384  -5.78457
H  4.97225  -0.28507  -4.25283
H  2.75915  0.90415  -3.20056
H  2.61161  -0.69391  -3.92138
H  1.23854  0.33822  -5.21846
H  4.11671  2.36270  -4.72293
C  -2.25861  1.25469  -4.17487
C  -3.23439  1.96474  -3.25983
O  -3.13422  1.31317  -1.95400
O  -2.75359  -0.07315  -4.37721
H  -1.23258  1.34274  -3.82097
H  -2.27866  1.83169  -5.10566
H  -4.25865  1.93775  -3.62993
H  -2.90399  2.99488  -3.12311
H  -3.41931  2.02643  -1.34325
H  -2.76568  -0.27834  -5.31524
C  -1.57175  4.43815  4.61363
C  -2.19024  3.60832  3.52858
O  -1.24889  2.99203  2.67168
O  -1.25575  3.57336  5.70068
H  -2.25004  5.22011  4.97548
H  -0.67801  4.96720  4.25646
H  -2.95062  4.14724  2.94780
H  -2.77527  2.82332  4.03472
H  -1.71885  2.30558  2.16747
H  -0.77925  4.03916  6.39260
C  -3.24600  -0.51270  3.47987
C  -3.81223  -1.85466  3.11726
O  -4.66213  -1.81521  1.96064
O  -2.25291  -0.11735  2.51704
H  -2.77216  -0.46721  4.46309
H  -4.01610  0.26192  3.47627
H  -4.44476  -2.11868  3.97405
H  -3.02100  -2.59475  2.98109
H  -5.47903  -2.27223  2.16567
H  -1.45517  -0.66512  2.67831
C  3.96735  3.52291  -1.15229
C  2.54826  3.38156  -0.60349
O  1.57181  3.24212  -1.63808
O  4.84924  3.77129  -0.09988
H  3.94572  4.28792  -1.92842
H  4.24865  2.60499  -1.68739
H  2.31927  4.32105  -0.08359
H  2.40519  2.61218  0.16254
H  0.96537  2.53288  -1.42859
H  5.04047  2.95203  0.36892
C  2.15609  -4.72414  -2.04915
C  1.65714  -3.98423  -0.81720
O  2.74479  -3.64659  0.04407
O  2.55248  -6.01853  -1.61838
H  3.05423  -4.25094  -2.44153
H  1.42702  -4.72323  -2.85944
H  0.99480  -4.64642  -0.24432
H  1.16656  -3.04716  -1.09057
H  3.11728  -4.50089  0.31113
H  1.81080  -6.57619  -1.37079
C  -4.62160  1.89189  0.93718
C  -4.99792  3.23993  0.39006
O  -4.38575  3.41087  -0.90503
O  -3.18438  1.80372  0.83405
H  -5.08216  1.03078  0.44921
H  -4.76667  1.90424  2.02208
H  -4.55239  4.01133  1.02714
H  -6.08333  3.35905  0.37007
H  -4.69921  4.26088  -1.23233
H  -2.86202  0.95343  1.18071
C  4.10918  -0.18820  0.00881
C  4.69456  -0.68062  -1.29113
O  3.88400  -1.72793  -1.85395
O  4.96972  0.87214  0.50284
H  3.96674  -0.89925  0.81598
H  3.18852  0.33190  -0.27266
H  5.68534  -1.11632  -1.07409
H  4.92700  0.11115  -1.99948
H  3.97016  -2.42372  -1.18428
H  5.61193  0.48142  1.10319
C  2.32224  -1.51932  3.03319
C  1.05631  -2.32746  3.25571
O  -0.11017  -1.50345  3.36511
O  2.64231  -0.58495  4.04804
H  2.16863  -0.94662  2.11121
H  3.15943  -2.20174  2.90976
H  1.10066  -2.95182  4.14957
H  0.88666  -2.91220  2.35273
H  0.05558  -0.73887  3.93675
H  1.99811  0.13046  3.94921
C  -0.85186  -3.69447  -3.93957
C  -2.33555  -3.39752  -4.13650
O  -2.93892  -2.89186  -2.94003
O  -0.09585  -2.52976  -3.70509
H  -0.45310  -4.18297  -4.82691
H  -0.77974  -4.33088  -3.04780
H  -2.80965  -4.36916  -4.32156
H  -2.55641  -2.78889  -5.00891
H  -3.12608  -3.61082  -2.29163
H  -0.44741  -1.95782  -2.96605

These are the Löwdin partial charges, in e, on atoms 1 to 8: number 1, Cr, carries 0.99; number 2, C, carries -0.04; number 3, C, carries -0.33; number 4, O, carries -0.36; number 5, H, carries 0.06; number 6, H, carries 0.05; number 7, H, carries 0.07; number 8, H, carries 0.10